DFT (wB97M-V/def2-TZVPD) results for an isolated ion of composition C7H15N2 and charge +1 at a distorted geometry.

**Gap between HOMO and LUMO**: 10.02 eV
**E_HOMO**: -0.471 Eh
**LUMO level**: -2.80 eV
**ΔE to the lowest compared entry with this formula, charge and spin**: 3.883 eV
**Net charge**: +1
**Total energy**: -10472.413 eV
**Max |F|**: 3.135 eV/Å

CARTESIAN COORDINATES (ANGSTROEM)
C1 2.8171 -0.5519 -1.0145
C2 1.4498 -0.0177 0.9840
C3 2.7021 -0.2047 0.2503
C4 -0.8438 -1.3908 -0.0390
C5 -0.9968 0.2159 -0.0826
C6 -1.4456 0.5613 -1.4563
C7 -1.6902 0.9259 1.0558
N1 -1.8351 -1.8660 0.6247
N2 0.4967 0.6435 -0.0508
H1 1.9678 -0.7267 -1.6877
H2 3.8050 -0.6433 -1.3616
H3 1.1925 -1.0142 1.1309
H4 1.6275 0.5276 1.8733
H5 3.7226 0.0208 0.6374
H6 -1.5622 -0.1893 -2.1567
H7 -0.8103 1.2391 -1.8963
H8 -2.2873 1.1609 -1.4961
H9 -1.5433 1.9616 0.8125
H10 -1.2623 0.6581 2.0256
H11 -2.6933 0.7493 1.0547
H12 -1.8515 -2.8507 0.6741
H13 -2.6000 -1.3113 1.0612
H14 0.7039 1.7193 0.0042
H15 0.9368 0.3834 -0.9471

Atomic partial charges in e from the Mulliken method, atoms 1 to 5: -0.97 -0.23 -0.21 -0.80 1.79



DFT (wB97M-V/def2-TZVPD) results for one molecule with the formula C18H14N2O5.

**Gap between HOMO and LUMO**: 8.64 eV
**E_HOMO**: -0.338 Eh
**LUMO level**: -0.57 eV
**ΔE to the lowest compared entry with this formula, charge and spin**: 0.000 eV
**Net charge**: 0
**Total energy**: -32112.862 eV
**Max |F|**: 0.707 eV/Å

CARTESIAN COORDINATES (ANGSTROEM)
C1 0.5905 4.4091 0.6234
H1 0.6332 4.7456 1.6612
H2 0.1611 5.1804 -0.0106
H3 1.6008 4.1568 0.2955
O1 -0.2602 3.2788 0.5054
C2 0.1181 2.1911 1.1914
O2 1.1184 2.1523 1.8646
C3 -0.8061 1.0473 0.9992
C4 -0.4878 -0.1574 1.6177
C5 -1.2655 -1.2839 1.3825
C6 -2.3986 -1.1817 0.5781
C7 -2.7273 0.0264 -0.0112
C8 -1.9291 1.1388 0.1812
H4 -2.1653 2.0766 -0.2944
H5 -3.6048 0.0917 -0.6351
H6 -3.0155 -2.0521 0.4157
N1 -0.9149 -2.5237 1.9504
C9 -0.6119 -3.6826 1.3042
O3 -0.4566 -4.7182 1.9035
C10 -0.4570 -3.6065 -0.2181
N2 0.1859 -2.3921 -0.6575
C11 -0.3417 -1.5546 -1.6321
O4 -1.3371 -1.7882 -2.2691
C12 0.5565 -0.3782 -1.6668
C13 0.4863 0.7849 -2.4037
C14 1.4620 1.7516 -2.1790
C15 2.4712 1.5503 -1.2506
C16 2.5410 0.3777 -0.5044
C17 1.5715 -0.5770 -0.7259
C18 1.3413 -1.8846 -0.0681
O5 1.9621 -2.4302 0.8048
H7 3.3145 0.2217 0.2302
H8 3.2165 2.3169 -1.0986
H9 1.4298 2.6752 -2.7377
H10 -0.3035 0.9362 -3.1226
H11 0.1323 -4.4814 -0.5121
H12 -1.4310 -3.6570 -0.7134
H13 -0.7644 -2.5511 2.9509
H14 0.3852 -0.2092 2.2513

Atomic partial charges in e from the Mulliken method, atoms 1 to 5: -0.65 0.30 0.24 0.26 -0.27